1.
{"formula": "C26H53BBrCl3F4LiMg2NO7S", "method": "wB97M-V/def2-TZVPD", "symbols": ["C", "C", "C", "C", "C", "C", "C", "C", "C", "C", "C", "C", "C", "C", "C", "C", "C", "C", "C", "H", "H", "H", "H", "H", "H", "H", "H", "H", "H", "H", "H", "H", "H", "H", "H", "H", "H", "H", "H", "H", "H", "H", "H", "H", "H", "H", "H", "H", "H", "H", "H", "H", "H", "H", "H", "H", "H", "H", "Mg", "Br", "Mg", "B", "F", "F", "F", "F", "C", "O", "N", "C", "C", "H", "H", "H", "H", "H", "H", "H", "C", "C", "O", "O", "H", "H", "H", "Cl", "C", "C", "Cl", "H", "H", "H", "H", "Cl", "Li", "O", "S", "O", "O", "O"], "coordinates": [[2.672288, -1.833437, 1.802387], [3.552028, -1.756897, 0.724874], [3.871899, -0.262282, 0.592868], [2.788839, 0.502912, -0.206813], [1.844450, 1.356952, 0.632379], [1.187155, 2.460012, -0.178079], [-0.111179, 2.010270, -0.853335], [0.072272, 1.168928, -2.113297], [0.147992, 1.870335, -3.473223], [-0.897734, 2.930097, -3.745862], [-2.330019, 2.379976, -3.839659], [-3.090894, 2.564180, -2.548528], [-3.480226, 1.215507, -1.957337], [-3.729603, 1.347195, -0.478311], [-3.398888, 0.192140, 0.464864], [-3.328993, -1.192108, -0.185515], [-1.891429, -1.712631, -0.345281], [-1.581197, -2.295558, -1.715702], [-2.130364, -3.725630, -1.868141], [1.701577, -1.379136, 1.646927], [3.036387, -1.503915, 2.776898], [3.037254, -2.085837, -0.196784], [4.460902, -2.338970, 0.892554], [3.909075, 0.168008, 1.581027], [4.866407, -0.153955, 0.100005], [2.174249, -0.266519, -0.679958], [3.205027, 1.096272, -1.013374], [2.466050, 1.826819, 1.386111], [1.105003, 0.747312, 1.143483], [0.924612, 3.248426, 0.525295], [1.874518, 2.903516, -0.881828], [-0.614596, 1.381452, -0.119530], [-0.756117, 2.880775, -1.025146], [-0.749286, 0.463786, -2.155230], [0.968817, 0.574167, -2.024670], [-0.011588, 1.087544, -4.211179], [1.141748, 2.256919, -3.662899], [-0.843824, 3.756587, -3.043950], [-0.649209, 3.353221, -4.711495], [-2.345062, 1.343835, -4.154254], [-2.885504, 2.920573, -4.618992], [-2.530571, 3.147836, -1.828690], [-3.989796, 3.114675, -2.793184], [-4.423682, 0.961811, -2.429941], [-2.729571, 0.484103, -2.212003], [-4.755452, 1.670938, -0.424698], [-3.126970, 2.195390, -0.147845], [-4.186455, 0.149425, 1.210894], [-2.498564, 0.416570, 1.020154], [-3.891338, -1.243228, -1.109118], [-3.817883, -1.862618, 0.508200], [-1.715302, -2.475377, 0.407596], [-1.172297, -0.928403, -0.123816], [-0.509973, -2.320528, -1.867360], [-2.030728, -1.657076, -2.466901], [-2.730511, -3.986031, -1.008038], [-1.312866, -4.430471, -1.932962], [-2.742022, -3.810421, -2.753593], [-1.503252, 4.389773, 0.140098], [-5.272229, 2.583870, -4.969963], [4.534110, -0.962679, -1.859268], [2.788822, 4.935152, -2.375447], [1.637752, 5.323323, -3.077872], [3.082214, 3.573152, -2.672947], [3.871341, 5.741104, -2.731021], [2.545236, 5.046190, -0.990132], [4.491632, 0.183963, 4.726395], [4.199219, -0.916671, 4.289536], [5.767855, 0.483364, 5.113107], [6.131406, 1.750745, 5.685813], [6.748098, -0.528080, 4.916190], [3.753268, 0.960794, 4.927443], [6.878925, 2.236138, 5.056634], [6.546715, 1.590959, 6.685388], [5.258229, 2.394417, 5.751659], [6.788450, -0.777447, 3.836163], [6.473601, -1.446974, 5.443392], [7.724149, -0.185283, 5.246738], [-7.980766, 0.345769, -0.373335], [-8.746089, 0.406121, -1.733971], [-8.152327, 0.947277, -2.692114], [-9.886585, -0.100897, -1.691671], [-6.999560, 0.793835, -0.463622], [-8.554547, 0.876255, 0.398253], [-7.861969, -0.691361, -0.052607], [-5.044785, -4.415532, 0.030522], [-4.855930, -6.154068, 0.344269], [-3.989953, -6.427430, 1.545981], [-2.283387, -5.986841, 1.271821], [-4.449250, -6.613887, -0.553031], [-5.852535, -6.556115, 0.519467], [-4.008799, -7.491509, 1.775458], [-4.339331, -5.877149, 2.415100], [4.799406, 1.941241, 2.866198], [-5.563419, 3.215057, 0.135901], [8.181094, -4.086668, 2.336351], [8.691286, -2.737927, 2.547624], [7.548457, -1.782679, 2.350354], [9.770946, -2.394369, 1.629170], [9.113645, -2.512371, 3.941977]], "forces_ev_per_angstrom": [[-0.45, 3.57, 0.87], [0.61, -2.12, -1.01], [-1.35, 0.86, -0.12], [-0.43, -1.13, 0.22], [0.86, 0.57, -0.18], [-0.90, -0.12, 0.12], [0.90, -0.34, 0.10], [-0.43, 0.30, -0.36], [0.04, -0.08, 0.25], [-0.18, -0.43, -0.66], [0.49, 1.32, -0.25], [-0.33, -0.82, -0.19], [-0.50, 0.67, -0.13], [1.33, 0.36, 0.30], [-1.19, -0.13, -0.25], [0.49, -0.19, 0.80], [0.13, 0.10, -0.29], [-0.34, -0.46, 0.27], [0.19, 0.49, 0.02], [-0.73, -0.83, -0.27], [0.38, -1.49, 0.71], [0.32, -0.11, -0.28], [0.36, 0.12, -0.04], [0.85, 0.52, 0.31], [0.28, -0.35, 0.44], [-0.09, -0.04, -0.46], [0.19, 0.42, 0.00], [0.08, 0.12, 0.34], [-0.21, -0.18, 0.14], [0.10, 0.31, 0.18], [0.20, 0.11, -0.17], [-0.45, 0.04, 0.18], [0.19, -0.48, -0.58], [-0.20, -0.24, -0.04], [0.26, -0.26, 0.15], [0.06, -0.21, -0.25], [0.27, 0.30, 0.20], [0.08, 0.21, 0.17], [0.18, 0.26, -0.21], [0.09, -0.32, -0.07], [0.32, -0.17, 0.13], [0.28, 0.15, 0.10], [-0.37, 0.27, 0.16], [0.01, -0.57, -0.41], [0.16, -0.35, 0.16], [-1.09, -0.28, 0.36], [-0.02, 0.20, 0.24], [-0.16, 0.05, 0.31], [0.41, -0.01, 0.01], [-0.06, 0.12, -0.28], [-0.33, -0.30, 0.02], [0.12, -0.24, 0.19], [0.06, 0.38, -0.02], [0.32, 0.19, -0.17], [0.13, 0.23, -0.28], [-0.13, -0.14, 0.06], [0.15, -0.33, -0.06], [-0.20, -0.20, -0.28], [-0.32, 0.72, 0.52], [-0.53, 0.08, -0.31], [0.21, -0.10, -0.49], [0.04, 0.12, 0.01], [-0.12, -0.08, -0.04], [0.01, -0.12, 0.01], [0.08, -0.01, -0.07], [-0.05, 0.03, 0.09], [-0.08, 0.03, 0.29], [-0.20, -0.21, -0.12], [-0.13, -0.39, 0.21], [0.09, 0.06, 0.07], [0.03, 0.19, 0.06], [0.03, 0.04, 0.22], [-0.05, 0.06, 0.01], [0.02, 0.04, -0.01], [0.00, 0.00, -0.09], [0.26, -0.27, -0.14], [0.03, -0.12, -0.24], [0.03, 0.03, -0.08], [-0.34, 0.02, 0.20], [0.02, 0.19, -0.39], [-0.06, -0.10, 0.63], [-0.05, -0.07, 0.13], [0.56, 0.21, -0.11], [-0.01, -0.12, -0.09], [-0.03, 0.02, 0.03], [-0.17, -0.01, 0.10], [-0.08, -0.04, -0.06], [-0.02, -0.09, 0.07], [-0.01, 0.02, 0.01], [0.06, 0.03, 0.00], [-0.01, 0.00, 0.03], [0.01, -0.02, -0.04], [0.02, 0.07, -0.01], [0.08, 0.44, -0.39], [0.20, -0.17, -0.43], [-0.09, 0.13, 0.07], [0.56, -0.71, -0.33], [-0.46, 0.42, 0.18], [-0.11, 0.14, 0.15], [-0.18, 0.17, 0.09]], "total_charge": -2, "e_lumo_ha": -0.075, "homo_ev": -2.988}

=====

2.
{"formula": "C23H27N3O3S2", "method": "wB97M-V/def2-TZVPD", "symbols": ["C", "H", "C", "N", "C", "C", "C", "C", "C", "C", "H", "H", "H", "H", "H", "S", "O", "O", "C", "C", "C", "C", "C", "C", "H", "H", "C", "O", "N", "H", "C", "H", "H", "C", "C", "C", "C", "C", "S", "H", "H", "H", "N", "C", "H", "H", "H", "C", "H", "H", "H", "H", "H", "H", "H", "H", "H", "H"], "coordinates": [[-2.540935, -0.262899, 2.737679], [-2.483560, -0.594248, 3.771880], [-3.962341, 0.205527, 2.430072], [-4.216281, 0.463673, 1.026504], [-4.730702, -0.544984, 0.200865], [-4.592576, -1.896803, 0.516997], [-5.135220, -2.868722, -0.305052], [-5.815861, -2.518831, -1.456916], [-5.960765, -1.177972, -1.773765], [-5.435792, -0.198290, -0.952706], [-5.553681, 0.842236, -1.201552], [-6.499058, -0.887999, -2.663834], [-6.232957, -3.280991, -2.097303], [-5.016191, -3.909268, -0.040546], [-4.063227, -2.203088, 1.404616], [-3.365350, 1.761939, 0.393834], [-3.091216, 2.651428, 1.482960], [-4.049122, 2.292711, -0.746075], [-1.814364, 1.056509, -0.179988], [-0.630151, 1.527434, 0.354015], [0.575245, 1.002389, -0.078565], [0.585107, -0.002594, -1.042094], [-0.618523, -0.476307, -1.557993], [-1.822396, 0.061395, -1.139063], [-2.759156, -0.283059, -1.547147], [-0.589986, -1.268669, -2.290405], [1.848816, -0.639274, -1.534143], [1.896440, -1.805836, -1.871062], [2.905007, 0.199782, -1.623840], [2.843116, 1.136833, -1.257711], [4.230777, -0.258131, -1.942799], [4.181610, -1.344260, -2.058538], [4.565008, 0.173478, -2.891519], [5.219164, 0.099659, -0.811106], [4.932422, -0.781246, 0.362445], [5.670508, -1.830008, 0.816334], [5.079797, -2.489273, 1.917988], [3.901873, -1.929106, 2.286687], [3.482407, -0.591913, 1.292687], [3.242288, -2.218252, 3.080228], [5.518344, -3.339239, 2.408831], [6.608237, -2.125493, 0.380084], [5.100209, 1.513495, -0.448773], [5.954298, 1.842263, 0.678867], [5.712875, 1.205735, 1.526531], [7.022474, 1.721266, 0.443714], [5.774338, 2.877605, 0.962989], [5.400055, 2.399616, -1.559062], [5.344568, 3.427252, -1.203584], [4.670120, 2.280172, -2.356021], [6.406334, 2.229659, -1.971650], [6.241489, -0.136016, -1.168871], [1.495947, 1.355753, 0.361410], [-0.673202, 2.304794, 1.101041], [-4.142315, 1.148957, 2.949849], [-4.698740, -0.525095, 2.772317], [-2.239992, -1.082627, 2.089012], [-1.844134, 0.558215, 2.598454]], "forces_ev_per_angstrom": [[-0.25, -0.03, 0.04], [0.06, -0.03, 0.10], [0.29, 0.05, 0.72], [0.48, 1.16, -0.20], [-0.42, -0.46, -0.66], [0.10, 0.20, 0.14], [-0.06, -0.06, -0.05], [0.00, -0.08, -0.03], [0.03, -0.03, 0.00], [-0.07, -0.01, -0.04], [-0.11, 0.00, -0.01], [-0.05, 0.04, -0.07], [-0.04, -0.07, -0.05], [0.01, -0.07, 0.03], [0.08, 0.00, 0.10], [0.06, -0.04, -0.24], [0.16, -0.30, 0.17], [0.05, -0.32, -0.08], [-0.40, 0.33, 0.28], [-0.05, 0.19, 0.11], [-0.08, -0.11, -0.17], [-0.26, -0.05, 0.14], [0.08, 0.02, 0.05], [-0.02, -0.11, -0.15], [-0.04, -0.09, -0.13], [-0.01, -0.07, -0.05], [-0.07, 0.11, -0.16], [-0.10, -0.17, -0.02], [0.24, 0.32, 0.01], [-0.14, -0.05, -0.01], [0.31, -0.09, -0.14], [0.08, 0.19, -0.01], [-0.01, -0.07, 0.05], [-0.20, -0.12, -0.22], [-0.14, 0.01, 0.17], [-0.06, 0.26, -0.18], [-0.15, -0.11, 0.20], [-0.13, 0.23, -0.08], [0.50, -0.34, 0.06], [-0.10, -0.11, 0.19], [0.04, -0.15, 0.11], [0.19, 0.00, -0.12], [0.01, -0.15, 0.02], [-0.03, 0.06, 0.14], [0.06, 0.05, 0.04], [0.03, 0.00, -0.02], [0.05, 0.05, 0.03], [-0.05, 0.00, 0.00], [0.01, 0.04, -0.06], [0.00, 0.03, -0.11], [0.02, 0.00, -0.03], [-0.13, 0.03, 0.05], [0.08, 0.06, 0.03], [0.08, 0.06, 0.11], [-0.09, -0.25, 0.11], [0.01, 0.12, -0.12], [0.06, -0.09, -0.03], [0.11, 0.00, 0.06]], "e_lumo_ha": 0.010, "smiles": "CCN(c1ccccc1)S(=O)(=O)c1ccc(C(=O)NC[C@H](c2cccs2)N(C)C)cc1", "homo_ev": -8.589, "de_lowest_ev": 1.1612}

=====

3.
{"formula": "C2H3NO3", "method": "wB97M-V/def2-TZVPD", "symbols": ["C", "C", "N", "O", "O", "O", "H", "H", "H"], "coordinates": [[1.032132, -0.747709, -1.645950], [-0.714747, 0.901045, 1.586188], [0.634809, -1.297446, -2.601970], [1.535728, -0.424314, -0.640465], [-1.308833, 0.934271, 0.552214], [0.518987, 0.554510, 1.748795], [-1.246333, 1.422420, 2.495799], [-0.039414, -1.777029, -3.235305], [1.069725, 0.242437, 0.939244]], "forces_ev_per_angstrom": [[-0.24, -1.42, 0.56], [-1.73, 2.33, 0.66], [-1.31, -0.81, -2.30], [0.46, 1.00, 0.34], [-0.56, -0.57, -1.15], [2.66, -0.98, 0.27], [1.44, -1.41, -0.88], [1.19, 1.21, 1.40], [-1.91, 0.65, 1.11]], "e_lumo_ha": 0.024, "smiles": "N=C=O.O=CO", "homo_ev": -10.250, "de_lowest_ev": 1.3120}

=====

4.
{"formula": "C4H11OSi", "method": "wB97M-V/def2-TZVPD", "symbols": ["C", "C", "C", "C", "O", "Si", "H", "H", "H", "H", "H", "H", "H", "H", "H", "H", "H"], "coordinates": [[3.300337, -0.955261, 1.415796], [-0.216468, -1.074701, -1.290993], [-1.510145, -0.089124, 1.340791], [-1.190831, 2.141810, -1.267208], [2.245287, -0.662865, 0.900197], [-0.873000, 0.437867, -0.378644], [3.553743, -0.582770, 2.467257], [3.809659, -1.788308, 0.908979], [-0.092482, -0.565765, -2.297088], [0.717471, -1.501807, -0.984390], [-1.047521, -1.752459, -1.303617], [-1.968125, 0.651640, 1.918228], [-2.265188, -0.925577, 1.143038], [-0.706390, -0.615242, 1.710148], [-0.198639, 2.737454, -1.386213], [-1.662610, 1.854230, -2.221343], [-1.895093, 2.690874, -0.674940]], "forces_ev_per_angstrom": [[-1.28, -0.85, 0.79], [-0.33, 3.26, -1.34], [-1.84, -0.44, -3.68], [1.91, -1.32, 0.43], [-0.09, 0.82, 0.08], [-0.34, -0.44, 0.71], [0.23, -0.24, -1.38], [0.98, 0.34, 0.44], [0.01, -1.23, 0.61], [0.35, -0.16, 0.42], [-0.34, -0.65, -0.13], [-0.33, 1.00, 1.15], [0.69, 1.11, 0.00], [2.02, -0.87, 1.49], [-1.77, -1.09, -0.02], [0.44, 0.34, 0.08], [-0.29, 0.43, 0.35]], "total_charge": 1, "e_lumo_ha": -0.192, "homo_ev": -13.642, "de_lowest_ev": 0.6306}

=====

5.
{"formula": "ClH5N2Si", "method": "wB97M-V/def2-TZVPD", "symbols": ["N", "N", "Si", "Cl", "H", "H", "H", "H", "H"], "coordinates": [[-1.852196, -0.294457, 0.637959], [0.599500, 0.413832, -0.638050], [-0.551587, 0.786192, 0.443072], [3.352342, -1.422479, -1.351081], [-1.933679, -1.085382, 0.024004], [-2.247660, -0.488891, 1.541999], [1.236219, 1.127412, -0.968092], [2.203217, -0.859188, -1.123065], [-0.806156, 1.822961, 1.433253]], "forces_ev_per_angstrom": [[0.59, 0.27, -0.02], [-0.76, 0.53, 0.65], [0.21, -1.36, -0.81], [-0.10, 0.05, 0.01], [0.04, -0.18, -0.14], [-0.18, 0.18, 0.07], [0.04, 0.11, 0.10], [-0.08, -0.02, 0.07], [0.24, 0.43, 0.09]], "e_lumo_ha": 0.019, "smiles": "[H]/N=[SiH]/N.Cl", "homo_ev": -9.758, "de_lowest_ev": 2.3804}

=====

6.
{"formula": "C4H6N2O", "method": "wB97M-V/def2-TZVPD", "symbols": ["C", "O", "C", "N", "N", "C", "C", "H", "H", "H", "H", "H", "H"], "coordinates": [[-1.793163, 0.346902, 0.511181], [-1.822579, 0.360442, -0.928770], [-0.714770, 0.728560, -1.524966], [0.332067, 1.203297, -1.106988], [1.566896, 1.349043, -0.968885], [1.730709, -1.367877, 0.305118], [1.282452, -2.318769, 0.892671], [-2.778998, 0.011435, 0.835086], [-1.013884, -0.339916, 0.855599], [-1.598037, 1.361760, 0.871986], [1.779604, 2.349805, -0.932503], [2.104562, -0.499109, -0.211642], [0.925138, -3.185577, 1.402119]], "forces_ev_per_angstrom": [[0.05, 0.01, 0.24], [0.08, 0.03, -0.15], [0.43, 0.17, 0.17], [-0.22, -0.16, -0.21], [-0.25, 0.17, -0.04], [-0.19, -0.49, 0.29], [0.26, 0.36, -0.27], [0.17, 0.05, -0.06], [-0.12, 0.11, -0.03], [-0.02, -0.13, 0.00], [-0.11, -0.03, -0.02], [-0.09, -0.22, 0.13], [0.01, 0.13, -0.06]], "e_lumo_ha": 0.007, "homo_ev": -9.058, "de_lowest_ev": 6.6022}

=====

Kohn-Sham gap per entry: 0.0352, 0.3260, 0.4005, 0.3098, 0.3771, 0.3400 Ha